86
Properties=species:S:1:pos:R:3 method="wB97M-V/def2-TZVPD" spin_multiplicity=8 gap_ev="6.62 / 6.64" largest_force_ev_per_a=2.2 lumo_energy_ev="-0.19 / -0.20" relative_energy_kcal_mol=6.2 homo_ha="-0.25004 / -0.25154" s2=15.762
C 3.7963 2.4915 -11.6937
F 0.7584 0.6880 2.5347
H -2.1631 -4.0734 -7.3394
H -1.3669 1.6863 2.0646
P 2.1787 0.2934 -8.4817
C 1.2793 2.8487 -7.5819
H 0.6171 4.7786 -6.8917
H -4.0378 1.6791 -1.0058
H 3.0090 0.7499 -2.9454
C -2.3336 0.3340 0.7044
H 4.2357 1.3486 -6.7514
H -2.8054 -3.5465 -11.7636
H 2.6387 5.1478 -5.4599
C -1.5880 -1.6320 -4.3401
C -1.5815 -3.0607 -10.0640
C 2.5206 0.0391 -11.2901
C 0.8338 0.4380 0.1208
H -0.7238 3.4492 -2.2004
C -1.2804 -5.0531 -11.4187
C 0.8724 -1.4743 1.6390
H 1.0554 -4.9251 -8.9358
F 0.9416 -3.6412 0.7012
C -0.9232 -2.5180 -6.5266
H 0.3899 2.6775 -8.1894
H 2.6667 -0.2100 -13.4330
H -3.0979 1.5312 2.3186
H -0.0165 -0.7646 -5.6792
C -0.3761 -0.7252 -8.5412
H -3.7647 0.3717 -2.2505
C 3.5354 1.6583 -12.7848
C 2.7858 0.8671 -10.1790
C -0.2082 -5.4337 -10.6015
C 1.4180 4.0343 -6.8526
C -2.3307 1.5934 1.5234
F 1.0722 -1.9232 2.8905
C 0.6681 -1.7533 -0.7400
C -2.5859 2.8994 0.7312
C 0.4491 0.2836 -8.9131
F 1.2174 1.7406 -0.0393
C 0.8003 -0.1034 1.4311
C 2.2874 1.8795 -7.5492
C 3.4410 2.0993 -6.7676
H 4.2867 3.4555 -11.8654
H -1.4953 -0.9197 -3.4957
C -1.9775 -3.4264 -6.4815
H 0.3015 -6.3782 -10.8010
C -3.2831 1.0837 -1.5428
H -0.7506 3.9110 0.1028
H -2.1774 -0.5638 1.3272
H -3.6998 -4.1169 -5.3768
H 3.4316 -0.7746 -2.0109
H 0.1039 1.0812 -9.5731
H -1.5914 -5.6738 -12.2618
C 0.1991 -4.6203 -9.5410
H -3.0199 2.5827 -3.0675
C -2.3782 2.0205 -2.3699
C -1.9631 -3.8634 -11.1473
H 3.8239 1.9544 -13.7963
H 1.9885 -0.9034 -11.1502
P 0.2366 -2.3079 -7.9422
H -2.6254 3.7020 1.4862
C 3.2615 -0.3408 -3.0204
C -2.8429 -3.4381 -5.3756
C -1.5278 3.2418 -0.2798
H 4.1072 -0.5551 -3.7100
F 0.6503 -2.6439 -1.8562
C 0.6517 -0.3992 -0.9696
C -1.4821 2.9338 -1.5834
H -2.1397 -2.1454 -9.8571
H 3.6616 2.7743 -9.5720
C -2.6174 -2.5924 -4.2920
H -1.4589 -0.6356 -8.6439
C 2.5624 4.2485 -6.0753
C 3.4471 2.0892 -10.3963
Eu 1.1685 -1.2080 -3.7108
H -1.7683 1.3702 -3.0161
C 2.8831 0.4364 -12.5810
H -3.2634 -2.6154 -3.4101
H 4.4746 3.4499 -5.4327
C -0.7743 -1.5654 -5.4891
C -0.4805 -3.4107 -9.2678
C 0.8064 -2.3189 0.5428
C -2.5035 0.1955 -0.6193
H -2.2160 -0.7730 -1.0764
H -3.5770 2.8773 0.2617
C 3.5795 3.2817 -6.0389

---

90
Properties=species:S:1:pos:R:3 method="wB97M-V/def2-TZVPD" spin_multiplicity=1 charge=-2 gap_ev=5.93 largest_force_ev_per_a=2.5 lumo_energy_ev=3.26 relative_energy_kcal_mol=7.7 homo_ha=-0.09825
O -5.1829 1.4278 -4.9187
C -1.1975 0.4673 3.9073
C -2.5845 -1.9503 -2.1999
H 2.6500 -6.2117 0.6605
H -1.0815 -7.5000 -0.9706
C -1.6984 0.4486 -4.6776
C -6.4473 -0.9481 0.4198
C -2.8982 1.0755 -4.3516
H 1.1410 -8.0383 -0.0404
H -2.5246 -3.6151 6.1613
C -2.9942 1.6324 -3.0849
C -6.3633 -1.1231 2.6701
C 2.7330 -0.9519 1.2846
H -2.3799 -1.7996 4.5130
H 0.2318 -0.1588 -3.9311
H -1.5842 0.0268 -5.6652
C -5.2773 -1.9792 2.6222
H 1.3425 4.4174 0.4469
C -1.6372 -2.1366 0.7045
C -3.0372 1.9941 3.8925
H -4.4738 1.7136 2.3272
H -3.2576 -2.5575 -5.4495
H -1.0360 -5.5752 5.9904
C -1.5508 -3.2974 -4.3835
H 2.6566 1.6562 1.6404
H -3.5438 2.8528 4.3170
H -1.1241 -3.7993 -5.2440
C -1.7990 -3.6719 5.3592
C 0.8257 -7.0073 -0.1343
H 0.8598 3.0270 1.4672
H -1.4301 2.0677 5.3131
O -2.2016 3.3960 -0.7989
C -0.7838 -2.7044 3.3972
H 4.0885 1.1626 0.6901
H 1.9483 -3.8630 0.3804
C -3.2618 -1.9324 -3.4051
C 0.7935 3.4638 0.4670
O 2.3780 0.0545 0.3789
H 0.7593 -3.8870 2.5032
H -6.7987 -0.8247 3.6185
H -0.2541 3.6319 0.2292
C 2.6326 2.2805 -0.4410
C -0.9647 -4.7743 5.2660
H 0.6061 -5.7112 4.1467
C -1.9218 2.1921 -0.8326
N -0.8122 0.8453 -2.4957
H -5.0146 -2.0522 -0.7262
H -4.8388 -2.3599 3.5349
O 1.2783 2.5922 -0.5263
C 1.6725 -5.9820 0.2548
C -0.7080 0.3478 -3.7222
C -3.5581 1.3576 2.7787
Na -0.2617 0.1802 -0.2779
H 3.8026 -1.2002 1.1999
C -2.7437 -2.6031 -4.5013
C -0.0421 -4.8473 4.2345
O -1.5905 1.4771 0.1439
C -1.8501 1.5510 4.4568
C 1.2732 -4.6673 0.1105
P -0.4259 -2.5528 -0.5301
C -0.8210 -5.3862 -0.7910
C -2.8846 0.2910 2.2145
H -0.2715 0.1007 4.3413
C -1.9300 1.5126 -2.1965
H 3.2395 3.1928 -0.2917
P -0.6548 -1.4715 2.0387
H -1.7891 -5.1602 -1.2198
N -6.9512 -0.6149 1.5979
C 2.9892 1.2810 0.6610
H -3.2552 -0.1560 1.3073
C -4.0839 1.0764 -5.3710
C -5.3710 -1.8028 0.2615
C -4.7551 -2.3348 1.3857
C -0.8893 -3.3405 -3.1714
H 2.1280 -1.8179 1.0293
H 2.8815 1.8258 -1.4029
H 0.0355 -3.8997 -3.0725
H -4.1763 -1.3669 -3.5062
C -1.7107 -0.1765 2.7839
C -1.7164 -2.6497 4.4321
H -3.8997 2.1437 -2.7921
C -1.4074 -2.6750 -2.0622
C 0.0245 -4.3449 -0.4124
Te -3.0955 -3.6851 1.1912
C 0.0480 -3.8209 3.3164
O -3.8030 0.6995 -6.5205
C -0.4213 -6.7012 -0.6561
H -6.9420 -0.5170 -0.4413
H 2.5153 -0.6617 2.3201
H -2.9426 -1.3739 -1.3549

---

96
Properties=species:S:1:pos:R:3 method="wB97M-V/def2-TZVPD" smiles="CCC[C@@]1(P(C)C)[C@@H](I)NC(=O)[C@]1(S)CC(=O)Br.O=C1C=CC(=O)C=C1.O=C1C=CC(=O)C=C1.O=C1C=CC(=O)C=C1.O=C1C=CC(=O)C=C1.O=C1C=CC(=O)C=C1" spin_multiplicity=1 gap_ev=5.91 largest_force_ev_per_a=9.4 lumo_energy_ev=-2.01 homo_ha=-0.29111
C -2.9058 5.1127 3.6255
H -3.4154 -0.2172 -4.5919
H -2.0812 0.9305 -3.9170
C -1.0643 -3.1697 3.8674
Br 0.5519 2.0170 2.9750
C 5.6589 6.0584 -0.3366
H -2.0277 5.3763 4.2028
H -2.5627 -1.9773 -3.2976
H 8.4821 -0.9717 5.4662
C 0.0916 -0.0143 0.5395
H 7.0920 6.0901 1.2279
H 2.5396 4.5081 -0.1671
H -6.1686 4.3533 1.5570
C 5.3065 4.9890 1.8429
C -1.1230 -4.5215 3.2771
H -2.1602 -4.1145 -2.7123
C -0.4722 1.6121 -1.7264
H -1.9215 -2.3053 1.4179
H 1.1382 -0.9046 -2.1469
C 6.1159 5.7689 0.8855
C -2.2418 -5.5232 -8.5434
C -5.1196 5.8359 2.6549
H -0.2824 -4.0838 -2.9533
C -2.1702 -4.0487 -8.5405
H -3.4045 -1.1860 -1.8074
C -4.2192 1.1226 -2.9063
C 4.3252 5.6091 -0.7822
H 6.7019 2.2288 2.0367
C -2.9727 0.2486 -3.5865
H -2.7567 -3.8107 0.5192
H 6.2402 6.6301 -1.0501
C -3.9153 6.1736 3.4395
O -2.7445 -3.3773 -5.0938
C -4.2810 3.5559 2.3204
H -5.1579 1.0192 -3.6362
O -4.4357 2.4405 1.8425
C -1.3310 -2.9657 5.1610
H 0.2591 1.3209 -3.7470
C -2.4001 -2.6858 0.4028
O 3.9070 5.8720 -1.9013
O -1.9362 -3.8954 7.2399
H -2.2830 -2.2668 -7.3940
H 3.3914 3.9680 2.1109
H -1.2933 -1.9805 5.6097
C 8.1408 -0.2761 4.7092
H -5.8498 6.6256 2.5272
C -1.4860 -5.6386 4.1715
O 5.7247 4.7261 2.9621
C 6.2099 0.9805 3.6806
H -2.3465 3.1040 3.2326
O 1.9064 1.9310 0.4205
H -1.9794 -3.5717 -9.4944
H -3.5005 0.1137 -0.0592
C -2.3332 -3.3486 -7.4137
C 8.4863 1.2216 2.7985
H -3.9009 2.2506 -2.7708
C -5.2905 4.6168 2.1343
H -0.7958 -2.3609 3.1985
O 5.9360 -0.4693 5.5178
C 0.9344 1.2981 1.1045
C 8.9741 0.2766 3.8223
C -2.5020 -6.1936 -7.2540
C 3.9727 4.5397 1.3974
O -2.0907 -6.1648 -9.5739
H -3.3581 -2.0470 0.1948
O 9.2480 1.7264 1.9851
P -1.0362 -2.5821 -0.9293
C 0.2251 -0.5249 -2.8135
H 0.8905 -0.8550 0.3571
C -1.7528 -5.4345 5.4652
C 7.0432 1.5332 2.7937
C -1.1176 -4.0614 -2.1341
C -1.6941 -4.0828 6.0555
C -2.5934 -4.0190 -6.1243
H -2.8558 -5.9705 -5.1733
C 6.6977 0.0355 4.7044
C -3.0768 3.8937 3.1049
H -4.5760 0.6516 -1.8791
C -2.5722 -1.0047 -2.6094
C -2.6650 -5.4935 -6.1272
N 0.4353 0.9878 -2.7666
H 5.1486 1.1984 3.6896
C -0.8706 0.3158 -0.7499
H -2.0213 -6.2434 6.1341
H -0.5772 -0.3734 1.4594
S -2.4248 1.0050 0.1080
C 3.5158 4.8293 0.1752
H 10.0354 0.0588 3.8133
H -1.5238 -6.6237 3.7228
H -1.0247 -5.0815 -1.5293
C -1.1068 -0.8869 -1.8864
O -3.7606 7.2891 3.9173
O -0.8809 -4.7089 2.0927
O -0.9260 2.8752 -1.5919
I 0.5633 -1.6140 -4.6804
H -2.5522 -7.2754 -7.2737

---

98
Properties=species:S:1:pos:R:3 method="wB97M-V/def2-TZVPD" spin_multiplicity=1 charge=-1 gap_ev="5.96 / 5.49" largest_force_ev_per_a=3.0 lumo_energy_ev="0.58 / 0.38" relative_energy_kcal_mol=8.2 homo_ha="-0.19750 / -0.18780"
H 5.2313 2.5375 -3.2663
C -0.1184 -0.5099 -4.2537
N 1.3863 2.3801 -0.8673
O -5.8282 -2.0032 -1.9747
H 1.5175 -5.7791 -0.7148
H -4.2760 1.1659 -5.0007
H 3.7086 3.5417 -1.6229
C 1.0063 5.1943 1.2773
C 0.6651 0.9701 2.7470
H -4.6273 -0.5202 -4.7142
O -1.9994 0.9453 1.5032
O 1.4799 2.7377 7.2197
C 1.8017 1.8726 4.7335
C 2.8775 -2.9579 4.2346
C -1.8672 0.4744 2.7167
H 0.1426 -4.7477 -0.1924
C 1.0627 -5.2712 0.1465
C -1.5223 4.2066 0.8552
C -0.5644 0.8438 3.4429
C -4.1851 0.3613 -4.2955
H 2.7033 2.1975 5.3289
H 0.8008 -5.9892 0.9519
N 1.7289 3.4851 -0.2386
O -2.4577 1.4123 -1.4278
H 5.7571 -2.2271 -0.4191
C 0.7298 4.0252 0.4815
H -1.4912 1.0376 5.3714
C -4.8105 0.7497 -2.9649
H 0.1505 -4.2513 -3.2739
C -2.5139 -2.0192 -0.6812
C 2.0523 -4.1081 2.1141
H 1.9616 -3.3260 4.6693
O -2.6769 -0.1626 3.3796
C -0.0607 5.8210 1.8392
H -4.5749 1.8068 -2.7764
C -5.3375 0.0549 0.8459
C -0.5620 1.2073 4.8185
N 0.7354 0.1769 -2.0638
N -2.1615 -0.7149 -0.8006
O -1.7962 -2.8661 -0.1154
H 0.3792 -2.4812 -1.4993
H -5.8913 0.7451 -3.0397
C -4.4554 0.0160 -1.6543
C -0.3412 -1.4739 -5.1871
H 4.3791 -1.5244 -1.3577
H -3.1212 0.1589 -4.1738
C 3.4646 2.6181 -2.1254
N 3.0412 1.8000 2.6648
H -2.2144 5.9396 1.9114
H -5.7599 -0.9552 0.8851
C -5.4037 0.6585 -0.5704
C 2.2419 1.9873 -1.8077
C 4.3067 2.0504 -3.0658
C 3.9975 0.8864 -3.7503
N 0.4623 2.2049 6.7285
H -0.3468 -3.6121 -5.5472
H 2.0371 5.5277 1.3897
C 0.2636 -2.1989 -2.5655
H -5.9893 0.6534 1.4993
C -0.2097 -2.8046 -4.8300
C 3.7831 -2.4107 1.9016
Y -0.6175 1.0911 -0.1984
H 3.7218 -3.4879 4.7894
H 4.4086 -1.6571 2.3759
H 1.4727 -4.8235 2.6848
H -0.7203 -1.1904 -6.1766
H 2.9714 -1.8840 4.5099
H -4.0053 -3.3538 -1.2553
C -1.3605 5.3714 1.5598
C 1.8859 0.7953 -2.5080
C 3.7681 -2.4987 0.4857
H -2.5201 3.7933 0.6785
O 3.6703 2.8127 3.0037
H -0.1043 0.5501 -4.5157
C 2.9219 -3.1926 2.7239
H 4.6997 0.4293 -4.4280
H 2.8365 -3.5296 -1.1516
C 2.0064 -4.2294 0.7256
C 1.7999 1.4974 3.3753
H -0.0465 6.6361 2.5534
C 2.8480 -3.3825 -0.0618
O 0.7682 0.6563 1.4625
C -4.7495 -1.4895 -1.6879
H 4.9333 -0.8136 0.2397
H -5.1506 1.7576 -0.5484
N -0.4804 3.4774 0.3817
C 0.5831 1.7612 5.3781
H 2.4579 -0.6357 -3.9987
H -6.4304 0.5389 -0.8680
C 4.7656 -1.7148 -0.3495
H -4.3396 0.0692 1.3490
N -3.7077 -2.3741 -1.3422
O 3.5111 1.0422 1.8110
C 0.2792 -0.8402 -2.9010
O -0.5786 1.9699 7.3637
C -2.9927 0.2150 -1.2726
C 0.0512 -3.1873 -3.5300
C 2.7519 0.2835 -3.4769

---

85
Properties=species:S:1:pos:R:3 method="wB97M-V/def2-TZVPD" spin_multiplicity=2 gap_ev="6.40 / 6.40" largest_force_ev_per_a=2.2 lumo_energy_ev="-1.03 / -1.03" homo_ha="-0.27319 / -0.27316" s2=0.754
C -1.5376 1.6757 -5.4513
C -0.3929 0.7052 2.0573
H -3.0791 0.8845 3.1681
H -1.6267 -5.5377 3.5544
C 1.1736 5.8742 -9.1142
H 0.4719 3.4532 -3.3721
C -0.0290 3.1362 -4.2777
C 1.1601 4.9845 -5.4310
H 0.6104 0.2665 2.0784
O 2.6073 -8.6374 5.8138
C 0.2239 3.8222 -5.4599
H 1.7737 2.5015 0.7648
C -0.1273 -8.6875 5.2149
H 1.2118 3.5119 2.6056
C -0.9039 2.0629 -4.2757
H -1.7668 2.0665 -7.5581
H -0.7483 0.7133 3.0931
H 0.3176 -9.5571 5.6796
H -0.2936 2.3540 4.7775
C -1.2563 -0.2641 1.2265
O -0.6714 3.7762 -8.9620
H 0.6013 -0.6260 0.0916
C 4.3544 -6.5590 5.1362
C -0.4633 -0.8452 0.0259
H -3.4700 2.2647 -0.8358
H 5.2786 -3.5871 3.8050
C 0.8584 5.2404 -7.9178
H -3.0854 -7.4737 4.1026
H 1.1777 1.4224 -1.4522
C -0.1240 4.1161 -7.9360
C -1.6333 2.7407 1.1388
H 2.7939 7.0421 -5.8076
C -3.8604 2.3440 0.1831
C -2.8351 1.7829 1.1715
H -0.5707 -1.9323 0.0027
C -3.4865 1.6960 2.5637
C 0.9894 -5.3012 3.9372
C 2.3489 6.7262 -6.7415
O 0.5121 -4.3113 3.4261
H -2.2247 0.8395 -5.4446
C 0.6863 -7.6023 4.9110
C 0.7671 2.2223 0.4520
H 2.8390 -3.4945 3.3386
H -1.0927 1.5204 -3.3577
H -2.0780 -2.2570 1.5640
H 0.7054 5.5272 -10.0254
C -0.2551 2.1711 1.5778
N -2.4912 0.4081 0.6885
O -3.5183 -0.3516 0.6990
C 0.5020 1.9964 -0.8227
H -2.2707 -1.1498 2.9602
C 2.0729 6.9267 -9.1223
C 0.1389 -6.4714 4.3035
H -4.0352 3.4038 0.3894
H -3.3054 2.6248 3.1105
C 2.4510 -5.3967 4.2210
H -2.1108 -9.4886 5.1538
C 4.6352 -4.4037 4.1062
C 3.2778 -4.3459 3.8412
H 3.3553 8.1826 -7.9440
H -4.7903 1.7782 0.2183
C -0.4002 3.4237 -6.6427
H -1.8961 3.5730 1.7941
C 1.4542 5.6625 -6.7288
C 2.6567 7.3559 -7.9353
H -0.8435 -0.4638 -0.9215
C -1.2874 2.3537 -6.6320
C -2.0272 -7.5091 4.3269
C 0.2600 2.9964 2.7381
C -1.4793 -8.6412 4.9202
H -0.6933 -1.8256 2.5485
C 5.1725 -5.5073 4.7597
H -1.0484 3.9559 4.2532
H -1.5431 3.1494 0.1323
C -1.2210 -6.4264 4.0189
C 2.1384 -7.6730 5.2501
C -0.4191 3.1051 4.0026
C 2.9926 -6.5113 4.8615
H -4.5666 1.5697 2.4770
H -0.3471 2.4671 -1.3108
H 2.3204 7.4166 -10.0551
C -1.6287 -1.4421 2.1267
H 4.7524 -7.4285 5.6417
O 1.6640 5.3615 -4.3957
H 6.2331 -5.5470 4.9718

---

Going through the records in order, we get molecular weight values of 838.65 866.29 1006.60 891.71 624.76 g mol⁻¹.